No. 1
This record from OMol25 describes 18 unconnected molecules or ions with the total composition C72H198N18O18 in a non-equilibrium geometry. The level of theory is the ωB97M-V functional and the def2-TZVPD basis.

```
306
C72H198N18O18 the ωB97M-V functional and the def2-TZVPD basis
C -4.0702 -5.0073 2.8958
C -2.6616 -4.6314 2.5147
C -1.5322 -5.0132 3.5471
O -0.1501 -4.8408 3.0430
C 0.7630 -5.1741 4.0354
N -2.4688 -5.3304 1.2481
H -4.8199 -4.7176 2.1596
H -4.3974 -4.5925 3.8492
H -4.3262 -6.0638 2.9761
H -2.5749 -3.5550 2.3666
H -1.6810 -6.0834 3.6913
H -1.7668 -4.6105 4.5324
H 0.4294 -4.7260 4.9713
H 1.7865 -4.8306 3.8851
H 0.7657 -6.2439 4.2444
H -1.4646 -5.4326 1.2136
H -2.8918 -6.2475 1.2425
C -6.7728 -3.1929 -1.9237
C -6.6205 -1.8014 -1.2262
C -6.7748 -2.0124 0.2686
O -7.1147 -0.8816 1.0031
C -7.8082 -1.0725 2.2409
N -5.3064 -1.3702 -1.5361
H -5.9161 -3.8108 -1.6546
H -6.8047 -3.1058 -3.0097
H -7.5904 -3.8256 -1.5784
H -7.3314 -1.1099 -1.6785
H -5.8583 -2.4371 0.6782
H -7.5826 -2.7378 0.3662
H -7.4800 -0.1914 2.7923
H -7.4029 -1.8261 2.9161
H -8.8879 -1.1410 2.1077
H -4.9975 -0.4878 -1.1540
H -4.6230 -2.0571 -1.2512
C 7.3908 3.3290 3.1095
C 6.7865 3.0523 1.7135
C 5.4657 3.9427 1.5096
O 4.9082 3.5977 0.2673
C 3.5882 3.9718 0.1088
N 7.8336 3.2968 0.7556
H 6.5944 3.0479 3.7987
H 7.7064 4.3662 3.2221
H 8.2436 2.6799 3.3082
H 6.4210 2.0268 1.6596
H 5.6246 5.0166 1.6069
H 4.6989 3.8539 2.2791
H 3.5434 5.0600 0.1539
H 2.9394 3.5090 0.8524
H 3.2699 3.6640 -0.8872
H 7.4493 3.9209 0.0606
H 8.5038 3.9385 1.1545
C -3.2296 -4.5097 -3.0034
C -2.3571 -3.5066 -2.2303
C -2.1065 -2.2785 -3.0556
O -1.4044 -2.5066 -4.2692
C -1.1721 -1.3854 -5.1215
N -2.9662 -3.2457 -0.9423
H -2.5536 -5.0328 -3.6797
H -4.0499 -3.9689 -3.4755
H -3.6380 -5.2590 -2.3252
H -1.4203 -3.9977 -1.9668
H -1.6338 -1.5721 -2.3732
H -3.0457 -1.7480 -3.2118
H -0.8245 -0.4819 -4.6203
H -2.0705 -1.0469 -5.6376
H -0.5073 -1.6546 -5.9422
H -2.3059 -2.6086 -0.5202
H -3.0089 -4.0356 -0.3144
C -3.0130 2.0238 4.9194
C -4.5161 1.8077 5.1611
C -4.9283 0.3799 5.5710
O -4.7881 -0.5772 4.4500
C -5.2112 -1.9305 4.6662
N -4.9522 2.7318 6.1924
H -2.6082 1.2658 4.2489
H -2.5286 1.7332 5.8516
H -2.6735 3.0371 4.7043
H -5.0804 2.0040 4.2495
H -5.9796 0.3540 5.8574
H -4.4418 -0.0348 6.4538
H -4.6388 -2.4271 5.4496
H -5.0121 -2.4467 3.7270
H -6.2666 -2.0063 4.9282
H -4.7334 3.6470 5.8255
H -5.9611 2.7480 6.1482
C -2.8122 6.6121 -1.0432
C -3.9380 6.3854 0.0247
C -4.4156 7.7317 0.7057
O -3.3618 8.0424 1.6420
C -3.7090 9.3817 2.1256
N -5.0474 5.7307 -0.7128
H -1.9727 7.1668 -0.6241
H -3.1284 7.1413 -1.9422
H -2.3324 5.7102 -1.4232
H -3.6843 5.6217 0.7599
H -5.4301 7.5397 1.0550
H -4.3603 8.4695 -0.0947
H -4.7311 9.4210 2.5023
H -3.5482 10.1052 1.3264
H -2.9832 9.5451 2.9222
H -4.7082 4.8868 -1.1519
H -5.3507 6.3191 -1.4757
C 5.0123 -0.2606 -0.8661
C 5.6524 0.5691 -2.0056
C 4.5610 1.0621 -3.0014
O 5.2608 1.9235 -3.8926
C 4.4171 2.5370 -4.8380
N 6.3774 1.6734 -1.2682
H 4.4131 -1.0402 -1.3365
H 4.3948 0.2989 -0.1634
H 5.8604 -0.7092 -0.3488
H 6.3553 0.0340 -2.6441
H 3.8099 1.6539 -2.4783
H 4.0280 0.2341 -3.4689
H 3.9226 1.7572 -5.4172
H 5.0665 2.9984 -5.5820
H 3.6965 3.2542 -4.4450
H 6.3979 2.2834 -2.0730
H 5.7416 2.1709 -0.6613
C 0.4924 -0.5620 9.6107
C 0.5530 -1.3745 8.3233
C -0.5767 -1.0233 7.3243
O -0.3187 -1.7126 6.1207
C -1.3417 -1.4792 5.2348
N 1.8084 -1.0385 7.6892
H 0.7238 0.4979 9.5049
H 1.1081 -1.0325 10.3773
H -0.5150 -0.6503 10.0175
H 0.6202 -2.4434 8.5260
H -0.6652 0.0543 7.1862
H -1.5132 -1.3918 7.7431
H -2.3155 -1.7610 5.6352
H -1.0314 -2.0167 4.3388
H -1.4082 -0.4649 4.8411
H 1.8311 -0.0599 7.4404
H 1.6769 -1.3776 6.7470
C 0.4319 -11.1401 -3.0184
C 0.3831 -10.2714 -1.6885
C -0.4537 -9.0135 -1.6725
O 0.0209 -8.1699 -2.7030
C -0.7654 -7.0532 -2.9688
N 0.0525 -11.1496 -0.5733
H 0.6895 -10.4488 -3.8208
H -0.3965 -11.7923 -3.2951
H 1.2482 -11.8624 -3.0270
H 1.3765 -9.8811 -1.4674
H -0.1352 -8.4144 -0.8194
H -1.5191 -9.2170 -1.7798
H -1.7978 -7.3934 -3.0494
H -0.4109 -6.5896 -3.8894
H -0.6084 -6.3714 -2.1329
H 0.6478 -11.9654 -0.5877
H 0.3230 -10.5875 0.2210
C 0.3326 4.6931 -2.2095
C 0.4396 5.1141 -3.6924
C 1.7268 5.9395 -4.0245
O 1.8162 7.0969 -3.2997
C 1.1093 8.1887 -3.8313
N 0.3493 3.8864 -4.4486
H 1.2380 4.3238 -1.7279
H -0.3377 3.8491 -2.0463
H 0.1243 5.5463 -1.5640
H -0.4294 5.7134 -3.9640
H 1.7927 6.0939 -5.1015
H 2.5716 5.3374 -3.6901
H 0.0213 8.1360 -3.7922
H 1.4772 8.3753 -4.8402
H 1.3979 9.0313 -3.2029
H 0.4024 4.0691 -5.4406
H -0.5967 3.5465 -4.3512
C -3.2724 -0.1398 1.4447
C -3.8393 1.2220 1.0529
C -2.7755 2.3294 0.6028
O -1.9479 2.6241 1.6778
C -0.7819 3.3867 1.3105
N -4.8434 1.0329 -0.0003
H -4.0087 -0.9285 1.5997
H -2.8090 -0.1607 2.4310
H -2.5741 -0.5204 0.6993
H -4.4196 1.6062 1.8918
H -3.1853 3.2599 0.2097
H -2.0987 1.9857 -0.1794
H -0.0500 2.8326 0.7228
H -0.2596 3.7676 2.1882
H -1.1402 4.2511 0.7516
H -5.4870 0.3725 0.4116
H -5.4064 1.8676 0.0791
C 4.0883 1.1011 3.6443
C 4.8454 -0.1240 4.1306
C 4.6216 -1.3759 3.2620
O 3.2233 -1.7195 3.2668
C 2.7329 -2.2103 4.4800
N 6.2507 0.2786 4.1537
H 3.0084 0.9533 3.6351
H 4.2338 1.2740 2.5780
H 4.2888 2.0503 4.1411
H 4.6186 -0.4036 5.1594
H 5.2758 -2.1866 3.5827
H 4.9369 -1.2623 2.2248
H 2.8820 -1.5272 5.3162
H 3.2267 -3.1574 4.6971
H 1.6832 -2.4303 4.2855
H 6.7758 -0.5514 4.3894
H 6.5756 0.3814 3.2029
C -2.9132 1.6060 -3.4736
C -3.6451 2.8506 -3.2969
C -3.9465 3.6290 -4.6018
O -2.6710 3.8933 -5.2467
C -2.6320 4.8198 -6.3012
N -4.8256 2.4523 -2.5690
H -1.9520 1.7232 -3.9740
H -3.3893 0.8475 -4.0951
H -2.6610 1.1173 -2.5326
H -2.9212 3.4171 -2.7111
H -4.4416 4.5870 -4.4431
H -4.6133 3.0346 -5.2266
H -3.0650 5.7560 -5.9490
H -3.2108 4.5833 -7.1940
H -1.6382 5.1123 -6.6401
H -4.5314 1.8497 -1.8138
H -5.3125 1.7776 -3.1417
C 3.0125 -3.4261 -3.5276
C 1.7392 -3.2702 -4.4004
C 1.9223 -3.2382 -6.0081
O 2.8017 -2.2499 -6.5000
C 2.0575 -0.9925 -6.5006
N 0.9210 -4.4076 -4.0608
H 3.6712 -2.6442 -3.9055
H 3.5825 -4.3458 -3.6593
H 2.7965 -3.2884 -2.4681
H 1.1990 -2.3737 -4.0962
H 0.9770 -3.2541 -6.5506
H 2.2385 -4.2099 -6.3874
H 2.6327 -0.2017 -6.9822
H 1.8022 -0.7369 -5.4722
H 1.0979 -1.0739 -7.0110
H 0.7321 -4.4525 -3.0697
H 0.0101 -4.3352 -4.4910
C 2.6252 2.6842 9.0007
C 2.0873 3.6061 7.8550
C 0.9309 2.9050 7.1196
O 1.3519 1.7098 6.4435
C 0.9927 1.7625 5.0610
N 1.5600 4.8291 8.3995
H 3.6216 2.9555 9.3496
H 2.6010 1.6439 8.6764
H 1.9190 2.7120 9.8305
H 2.8278 3.9255 7.1217
H 0.3984 3.5914 6.4612
H 0.1648 2.6044 7.8343
H 1.1369 0.7620 4.6533
H 1.5639 2.4694 4.4592
H -0.0845 1.9204 5.0090
H 0.9755 4.4464 9.1288
H 2.3869 5.3025 8.7346
C 0.0720 2.1519 -7.7594
C 1.2924 3.1094 -7.4163
C 2.3910 3.0518 -8.4703
O 2.9785 1.7425 -8.4468
C 4.1008 1.6538 -9.3969
N 0.8346 4.5098 -7.4006
H 0.3662 1.1114 -7.8967
H -0.4262 2.5289 -8.6526
H -0.7447 2.2426 -7.0433
H 1.7160 2.8890 -6.4364
H 3.2081 3.7441 -8.2671
H 1.9310 3.2523 -9.4379
H 3.9001 1.2415 -10.3858
H 4.8196 0.9194 -9.0337
H 4.6688 2.5519 -9.6397
H 1.6129 5.1396 -7.5341
H 0.2829 4.7824 -8.2015
C 0.8522 -0.3046 1.2751
C 0.1307 -0.9011 0.0290
C 1.1996 -1.0249 -1.1326
O 1.8518 0.1590 -1.5871
C 0.8850 1.1377 -2.0344
N -0.2246 -2.3175 0.3182
H 1.3367 0.6079 0.9277
H 1.5742 -1.0674 1.5667
H 0.0721 -0.1026 2.0091
H -0.6576 -0.2516 -0.3515
H 0.7175 -1.5173 -1.9771
H 2.0290 -1.6203 -0.7509
H 1.3955 2.0165 -2.4284
H 0.1691 1.4068 -1.2578
H 0.3338 0.8281 -2.9224
H 0.6528 -2.8044 0.4335
H -0.5037 -2.3259 1.2888
C 1.7452 -5.5501 -0.2613
C 2.7293 -4.9360 0.7536
C 4.0267 -4.4596 0.1172
O 4.7718 -5.5278 -0.4680
C 5.6853 -5.0505 -1.4097
N 2.0053 -3.7719 1.2274
H 0.7479 -5.6322 0.1710
H 1.9918 -6.5211 -0.6908
H 1.6831 -4.9015 -1.1351
H 2.8398 -5.7028 1.5204
H 4.6561 -4.0600 0.9123
H 3.8336 -3.7153 -0.6554
H 6.3954 -4.3151 -1.0316
H 5.2529 -4.7536 -2.3652
H 6.2144 -5.9671 -1.6703
H 1.1845 -4.0629 1.7389
H 2.6558 -3.4940 1.9482
```

Values from the calculation:
* charge: 0
* lowest unoccupied orbital energy: 0.406 eV
* ΔE to the lowest compared entry with this formula, charge and spin: 5.5014 eV
* HOMO level: -8.026 eV
* M: 1604.484 g mol⁻¹
* spin multiplicity: 1

Mulliken population analysis, charges in e, atoms 1 to 8:
1. C -1.984
2. C 2.445
3. C -1.397
4. O -0.286
5. C -0.775
6. N -0.553
7. H 0.440
8. H 0.403

***

No. 2
This record from OMol25 describes a single C4H3NS3 molecule in a non-equilibrium geometry. The level of theory is the ωB97M-V functional and the def2-TZVPD basis.

```
11
C4H3NS3 the ωB97M-V functional and the def2-TZVPD basis
C -0.7726 -0.2826 -0.3826
C -1.0658 1.2146 -0.8538
C 0.8273 -0.4394 -0.2154
C 1.3644 0.5584 0.5771
H -1.6699 -2.1193 0.7455
H -1.1366 -1.0881 -1.1901
H 0.6882 1.1497 1.3581
N -1.2873 2.2772 -1.1810
S -1.5152 -0.6018 1.2668
S 1.6263 -1.7031 -0.7961
S 2.9412 1.0344 0.6717
```

Values from the calculation:
* charge: 0
* lowest unoccupied orbital energy: -2.450 eV
* ΔE to the lowest compared entry with this formula, charge and spin: 2.8767 eV
* structure (SMILES): N#C[C@H](S)C(=S)C=S
* HOMO level: -9.350 eV
* M: 161.276 g mol⁻¹
* spin multiplicity: 1

Mulliken population analysis, charges in e, atoms 1 to 8:
1. C -0.329
2. C 0.037
3. C 0.603
4. C -0.379
5. H 0.205
6. H 0.438
7. H 0.185
8. N -0.344

***

No. 3
This record from OMol25 describes 2 unconnected molecules or ions with the total composition C5H13O3. The level of theory is the ωB97M-V functional and the def2-TZVPD basis.

```
21
C5H13O3 the ωB97M-V functional and the def2-TZVPD basis
C 3.4450 -2.3437 1.4915
O 4.0606 -1.4104 0.6211
C 3.4291 -1.1824 -0.5458
H 4.0939 -2.4484 2.3670
H 2.4538 -1.9819 1.8025
H 3.3333 -3.3186 0.9929
H 4.0021 -0.5684 -1.2417
H 2.6862 -1.9120 -0.8822
O 0.1375 2.8630 -0.9517
H 0.6277 3.6035 -0.5528
C 4.2604 2.5392 -1.5652
O 2.9645 3.0217 -1.8003
C 2.0631 2.0283 -2.2191
C 0.6625 2.6004 -2.2491
H 4.8894 3.3928 -1.2832
H 4.2640 1.8102 -0.7354
H 4.6879 2.0622 -2.4641
H 2.0866 1.1623 -1.5309
H 2.3368 1.6636 -3.2276
H -0.0057 1.8652 -2.7183
H 0.6533 3.5127 -2.8698
```

Values from the calculation:
* charge: 0
* lowest unoccupied orbital energy (alpha / beta): 0.956 / 0.738 eV
* ΔE to the lowest compared entry with this formula, charge and spin: 0.4828 eV
* HOMO level (alpha / beta): -7.342 / -9.927 eV
* M: 121.156 g mol⁻¹
* spin multiplicity: 2
* expectation value of S²: 0.753

Mulliken population analysis, charges in e, atoms 1 to 8:
1. C -0.658
2. O -0.309
3. C -0.656
4. H 0.226
5. H 0.311
6. H 0.306
7. H 0.444
8. H 0.333

***

No. 4
This record from OMol25 describes a gas-phase ion, C4H6NO2 (charge +1) in a non-equilibrium geometry. The level of theory is the ωB97M-V functional and the def2-TZVPD basis.

```
13
C4H6NO2 the ωB97M-V functional and the def2-TZVPD basis
C -2.0737 0.1848 -0.0705
C -0.9103 0.9166 -0.1346
C -1.8986 -1.2642 0.1238
C 2.5792 0.0751 0.1035
N 0.3482 0.5263 0.1282
O -0.8488 -1.8794 0.1825
O 1.4365 0.5670 -0.5789
H -3.0994 0.5430 -0.1417
H -0.9456 2.0125 -0.3858
H -2.8587 -1.6429 0.2280
H 2.6711 -0.7979 -0.4963
H 2.2805 0.0136 1.1233
H 3.3196 0.7455 -0.0815
```

Values from the calculation:
* charge: +1
* lowest unoccupied orbital energy (alpha / beta): -7.680 / -7.680 eV
* ΔE to the lowest compared entry with this formula, charge and spin: 5.5603 eV
* HOMO level (alpha / beta): -15.028 / -15.028 eV
* M: 100.097 g mol⁻¹
* spin multiplicity: 1

Mulliken population analysis, charges in e, atoms 1 to 8:
1. C -0.249
2. C -0.096
3. C 0.163
4. C -0.431
5. N -0.005
6. O -0.428
7. O 0.021
8. H 0.398